Molecular formula: C8H16CaO20PS4
Method: DFT, ωB97M-V/def2-TZVPD

CARTESIAN COORDINATES (ANGSTROEM)
Ca1 -0.85666 -28.45916 9.16413
P1 -2.84534 -26.92453 9.41885
O1 -3.94013 -25.83355 9.71172
O2 -3.04995 -28.38693 8.90855
O3 -1.89086 -27.00696 10.57494
O4 -1.67571 -26.56515 8.41634
C1 -1.03146 -33.76050 9.68870
C2 0.02987 -33.68156 10.88988
O5 -0.34364 -32.64840 11.73192
S1 -1.60766 -31.75014 11.26774
O6 -1.20033 -30.52694 10.62069
O7 -2.55582 -31.73567 12.36982
O8 -2.07021 -32.98317 10.16639
H1 -1.24696 -34.73221 9.24434
H2 -0.61461 -33.04527 8.97965
H3 0.95362 -33.30654 10.44926
H4 0.24027 -34.60109 11.43604
C3 2.83566 -29.98300 13.00663
C4 4.05566 -30.05124 12.03818
O9 3.63256 -29.39165 10.87607
S2 2.44976 -28.24664 11.17596
O10 1.60060 -28.13467 10.00013
O11 2.92704 -27.01078 11.82041
O12 1.79943 -29.25843 12.31258
H5 3.16347 -29.51936 13.93705
H6 2.44931 -30.97701 13.23196
H7 4.19581 -31.08886 11.73515
H8 4.95505 -29.70541 12.54768
C5 0.99167 -28.97476 3.45583
C6 0.89083 -30.36271 4.03257
O13 1.11315 -30.29715 5.41462
S3 1.79621 -28.81733 5.84670
O14 3.22324 -28.92562 5.71990
O15 1.16616 -28.41871 7.14247
O16 1.02132 -28.08147 4.52843
H9 0.11626 -28.62544 2.90835
H10 1.87351 -28.79473 2.84097
H11 1.64303 -31.04045 3.62890
H12 -0.10534 -30.77659 3.87617
C7 -3.67070 -33.17182 6.92257
C8 -4.60321 -31.98645 7.23039
O17 -3.74457 -30.88838 7.78060
S4 -2.27864 -31.06399 6.97477
O18 -1.09653 -30.45173 7.62562
O19 -2.38977 -30.98913 5.49363
O20 -2.35977 -32.68248 7.24689
H13 -3.55383 -33.36277 5.85581
H14 -3.91598 -34.09679 7.44446
H15 -5.33939 -32.21981 7.99960
H16 -5.15267 -31.59827 6.37276

The max |F| comes out at 7.0 eV/A. The value obtained for the HOMO energy (spin up / spin down) is -7.71 / -7.54 eV. The spin multiplicity is 2. Its expectation value of S² is 0.760.